Record 1
Formula: C19H38AsN2SSe2Si2Te3Zr
Source: the Open Molecules 2025 dataset
Level of theory: wB97M-V/def2-TZVPD

Properties
* spin multiplicity: 1
* E: -9723.186055 Ha
* gap between HOMO and LUMO: 6.4 eV
* total charge: +1
* lowest unoccupied orbital energy: -3.502 eV
* max |F|: 0.5 eV/A

Each line ends with the Löwdin charge.
Atoms and positions in Å:
Zr -0.03 -0.41 -0.53  0.027
Se -1.85 1.38 -0.67  -0.065
Te -1.78 1.60 1.86  0.336
Te -0.02 -0.40 2.42  0.347
Se -1.11 -2.19 1.07  -0.060
C -3.43 -3.00 -1.36  -0.402
Te -1.84 -2.01 -2.43  1.270
C -3.47 -0.74 -3.03  -0.385
C -4.67 -1.66 -3.04  -0.293
C -5.78 -1.40 -3.84  -0.031
C -6.87 -2.24 -3.80  -0.069
C -6.86 -3.36 -2.96  -0.069
C -5.75 -3.62 -2.17  -0.030
C -4.65 -2.77 -2.21  -0.297
H -3.52 -2.53 -0.39  0.022
H -3.20 -4.06 -1.23  0.068
H -3.29 -0.30 -4.01  0.045
H -3.56 0.04 -2.28  -0.011
H -5.78 -0.53 -4.49  0.117
H -7.73 -2.04 -4.42  0.108
H -7.71 -4.02 -2.94  0.108
H -5.74 -4.49 -1.53  0.118
C 4.24 1.89 -2.90  -0.062
N 3.81 1.72 -1.51  -0.199
C 4.54 0.68 -0.80  -0.068
C 2.66 2.21 -1.04  -0.710
S 1.83 1.38 0.25  0.481
N 2.20 3.38 -1.49  -0.169
C 3.07 4.39 -2.08  -0.028
C 0.81 3.78 -1.32  -0.073
H 4.41 0.89 -3.30  0.081
H 5.15 2.48 -2.97  0.101
H 3.45 2.35 -3.48  0.073
H 5.60 0.79 -1.04  0.104
H 4.20 -0.31 -1.13  0.048
H 4.41 0.77 0.27  0.070
H 4.11 4.17 -1.87  0.091
H 2.83 5.35 -1.62  0.098
H 2.93 4.48 -3.16  0.101
H 0.41 3.41 -0.38  0.015
H 0.19 3.39 -2.13  0.078
H 0.76 4.87 -1.32  0.094
C 3.91 -2.54 -3.09  -0.216
Si 2.29 -2.36 -2.18  0.195
C 2.59 -2.32 -0.29  -0.254
C 1.29 -3.92 -2.42  -0.232
As 1.30 -0.31 -2.83  0.651
Si 0.78 -0.66 -5.11  0.187
C 2.20 0.19 -5.97  -0.238
C -0.82 0.19 -5.53  -0.221
C 0.69 -2.44 -5.67  -0.218
H 4.33 -3.54 -2.93  0.042
H 4.65 -1.81 -2.75  0.017
H 3.77 -2.39 -4.16  0.020
H 3.57 -2.76 -0.09  0.049
H 1.86 -2.94 0.22  0.002
H 2.61 -1.33 0.17  -0.038
H 1.93 -4.78 -2.21  0.046
H 0.89 -4.05 -3.43  0.008
H 0.46 -3.97 -1.71  -0.003
H 2.22 1.25 -5.70  0.021
H 2.09 0.12 -7.05  0.039
H 3.15 -0.26 -5.69  0.020
H -0.94 1.13 -5.00  0.032
H -1.67 -0.46 -5.30  -0.002
H -0.86 0.40 -6.60  0.042
H 1.61 -2.99 -5.45  0.024
H 0.55 -2.44 -6.75  0.044
H -0.15 -2.96 -5.22  0.008


Record 2
Formula: C12H23AlClF4N4O7S
Source: the Open Molecules 2025 dataset
Level of theory: wB97M-V/def2-TZVPD

Properties
* spin multiplicity: 1
* E: -2717.270482 Ha
* gap between HOMO and LUMO: 8.5 eV
* total charge: -1
* lowest unoccupied orbital energy: 1.980 eV
* max |F|: 1.8 eV/A

Each line ends with the Löwdin charge.
Atoms and positions in Å:
O 1.77 -0.42 -4.94  0.126
C 0.59 -0.16 -4.87  -0.568
F 0.10 0.59 -3.90  0.126
N -0.43 -0.56 -5.73  0.105
C -1.23 -1.64 -5.11  -0.443
O -0.82 -2.10 -4.08  0.007
Al -3.00 -2.22 -5.98  0.025
Cl -4.06 -3.46 -4.50  0.167
S -4.19 -0.24 -6.46  0.598
O -3.44 0.96 -6.18  -0.388
O -4.67 -0.38 -7.83  -0.402
C -5.78 -0.17 -5.47  -0.750
F -6.60 0.74 -5.99  0.124
F -6.37 -1.35 -5.57  0.101
F -5.58 0.11 -4.20  0.135
H -0.01 -0.84 -6.61  0.131
H -2.64 -3.00 -7.31  -0.075
C 0.22 -1.29 1.78  -0.028
C -0.20 -2.15 0.61  -0.553
O -0.60 -3.29 0.76  0.021
N -0.10 -1.58 -0.62  0.027
C 0.35 -0.24 -0.93  -0.073
H 0.09 -1.85 2.70  0.075
H 1.27 -1.00 1.69  0.078
H -0.40 -0.39 1.84  0.066
H -0.38 -2.19 -1.38  0.133
H -0.44 0.30 -1.45  0.081
H 1.22 -0.29 -1.59  0.083
H 0.62 0.29 -0.03  0.048
C 0.13 3.98 3.08  -0.008
C 0.74 2.75 2.45  -0.536
O 0.51 1.62 2.87  0.023
N 1.57 2.93 1.39  0.013
C 1.95 4.18 0.75  -0.073
H -0.50 3.67 3.91  0.083
H 0.91 4.64 3.46  0.084
H -0.48 4.51 2.35  0.085
H 1.95 2.07 1.02  0.131
H 1.65 4.16 -0.30  0.086
H 3.03 4.30 0.80  0.082
H 1.48 5.02 1.24  0.070
C 2.05 0.01 5.26  -0.017
C 2.59 -0.61 6.53  -0.554
O 2.63 0.00 7.59  0.021
N 3.04 -1.89 6.46  0.001
C 3.07 -2.77 5.30  -0.074
H 1.73 1.02 5.47  0.077
H 2.83 0.04 4.50  0.087
H 1.20 -0.56 4.89  0.080
H 3.39 -2.25 7.33  0.134
H 2.47 -3.66 5.49  0.083
H 4.09 -3.07 5.09  0.080
H 2.67 -2.26 4.42  0.065


Record 3
Formula: C24H22ClN3O2
Source: the Open Molecules 2025 dataset
Level of theory: wB97M-V/def2-TZVPD

Properties
* spin multiplicity: 1
* E: -1702.757733 Ha
* gap between HOMO and LUMO: 7.8 eV
* total charge: 0
* lowest unoccupied orbital energy: -0.355 eV
* max |F|: 0.7 eV/A
* SMILES string: Cc1ccc(Cl)cc1N1CCN(C(=O)CN2C(=O)c3cccc4cccc2c34)CC1

Each line ends with the Löwdin charge.
Atoms and positions in Å:
C -4.53 -2.01 -0.65  -0.047
C -3.08 -2.09 -0.28  -0.205
C -2.56 -3.30 0.16  -0.041
C -1.22 -3.45 0.46  -0.107
C -0.38 -2.36 0.31  -0.632
Cl 1.31 -2.52 0.66  0.785
C -0.87 -1.14 -0.11  -0.028
C -2.23 -0.99 -0.40  -0.189
N -2.77 0.23 -0.86  -0.110
C -1.93 1.13 -1.62  -0.123
C -1.51 2.38 -0.83  -0.112
N -1.43 2.08 0.58  -0.038
C -0.38 2.26 1.41  -0.432
O -0.45 2.00 2.60  0.058
C 0.92 2.82 0.83  -0.020
N 1.72 1.79 0.20  0.038
C 1.94 1.70 -1.16  -0.350
O 1.40 2.42 -1.98  0.074
C 2.89 0.58 -1.35  -0.058
C 3.50 -0.02 -2.42  0.017
C 4.39 -1.08 -2.16  -0.061
C 4.67 -1.53 -0.89  -0.007
C 4.06 -0.93 0.23  -0.208
C 4.19 -1.24 1.61  -0.062
C 3.47 -0.54 2.54  -0.081
C 2.58 0.51 2.22  0.013
C 2.46 0.84 0.90  -0.160
C 3.19 0.11 -0.06  -0.119
C -2.66 1.59 1.18  -0.102
C -3.56 0.96 0.11  -0.137
H -4.69 -1.21 -1.38  0.079
H -4.87 -2.95 -1.07  0.079
H -5.15 -1.80 0.23  0.081
H -3.22 -4.15 0.26  0.114
H -0.83 -4.40 0.79  0.101
H -0.20 -0.30 -0.19  0.097
H -2.50 1.46 -2.50  0.125
H -1.05 0.59 -1.99  0.118
H -0.56 2.74 -1.22  0.088
H -2.26 3.18 -0.96  0.129
H 0.75 3.61 0.09  0.130
H 1.49 3.23 1.67  0.141
H 3.31 0.29 -3.44  0.119
H 4.87 -1.56 -3.00  0.103
H 5.36 -2.35 -0.75  0.115
H 4.85 -2.04 1.92  0.111
H 3.57 -0.81 3.58  0.106
H 2.02 1.01 2.99  0.109
H -2.39 0.84 1.93  0.126
H -3.18 2.41 1.69  0.134
H -4.12 1.73 -0.43  0.126
H -4.28 0.29 0.59  0.115


Record 4
Formula: C17H31F5P2Ru
Source: the Open Molecules 2025 dataset
Level of theory: wB97M-V/def2-TZVPD

Properties
* spin multiplicity: 5
* E: -1942.512074 Ha
* gap between HOMO and LUMO (spin up / spin down): 8.1 / 6.9 eV
* total charge: +2
* lowest unoccupied orbital energy (spin up / spin down): -6.609 / -8.156 eV
* max |F|: 5.3 eV/A

Each line ends with the Mulliken spin population.
Atoms and positions in Å:
P -0.35 3.24 0.11  -0.003
P 4.42 -0.73 -2.05  0.763
C 1.46 2.82 0.12  0.024
C 2.07 1.83 -0.87  -0.001
H 1.67 2.48 1.15  0.003
H 1.93 3.81 0.00  0.002
H 1.77 0.80 -0.63  -0.019
H 1.75 2.04 -1.91  0.001
C 4.62 -1.84 -0.63  -0.001
H 4.16 -2.81 -0.84  -0.007
H 4.17 -1.37 0.25  0.035
H 5.70 -1.96 -0.47  0.021
C 2.94 -1.42 -2.84  0.026
H 3.18 -1.49 -3.91  0.026
H 2.10 -0.73 -2.69  0.023
H 2.71 -2.42 -2.45  -0.006
C -0.63 4.35 1.49  0.001
H -1.71 4.56 1.56  0.000
H -0.09 5.29 1.35  0.000
H -0.29 3.87 2.42  0.000
C -0.75 4.11 -1.42  0.002
H -0.66 3.43 -2.28  -0.001
H -0.08 4.97 -1.56  0.000
H -1.78 4.47 -1.36  0.000
Ru 4.24 1.71 -1.18  2.119
C 6.03 1.57 -2.09  0.033
C 6.13 1.31 -0.67  -0.023
C 6.76 2.34 0.24  0.001
C 5.93 3.64 0.29  0.036
C 4.54 3.47 -0.29  -0.111
C 4.27 3.63 -1.70  0.003
C 5.39 3.98 -2.65  0.029
C 6.47 2.87 -2.72  0.029
C -1.43 1.83 0.29  0.009
H 6.20 0.71 -2.77  0.002
H 6.35 0.27 -0.38  -0.004
H 7.80 2.55 -0.08  0.000
H 6.84 1.91 1.25  -0.003
H 5.79 3.88 1.35  0.000
H 6.46 4.47 -0.18  -0.002
H 3.75 3.81 0.39  0.004
H 3.30 4.07 -1.96  -0.005
H 5.85 4.94 -2.39  -0.001
H 4.95 4.09 -3.65  -0.004
H 6.67 2.67 -3.78  -0.002
H 7.42 3.20 -2.28  0.003
H -1.07 0.98 -0.30  -0.003
H -2.43 2.10 -0.06  0.000
H -1.48 1.54 1.35  0.000
F 1.70 -2.79 0.09  0.066
C 0.77 -1.82 0.18  0.746
F -0.04 -1.90 -0.89  0.071
C 0.03 -1.86 1.50  0.094
F -0.34 -3.13 1.79  0.025
F 0.80 -1.42 2.52  0.000
F -1.09 -1.10 1.41  0.001


Record 5
Formula: C3H6S2
Source: the Open Molecules 2025 dataset
Level of theory: wB97M-V/def2-TZVPD

Properties
* spin multiplicity: 1
* E: -914.235343 Ha
* gap between HOMO and LUMO: 8.3 eV
* total charge: 0
* lowest unoccupied orbital energy: -0.446 eV
* max |F|: 3.3 eV/A
* SMILES string: CCC(=S)S

Each line ends with the Löwdin charge.
Atoms and positions in Å:
C 0.20 -1.51 -0.16  -0.133
C -0.43 -0.21 -0.51  -0.375
C 0.11 0.90 0.37  -1.083
S 0.57 0.98 2.04  0.561
S 0.18 2.40 -0.54  0.746
H -0.61 -2.24 -0.21  0.079
H 1.16 -1.76 -0.56  0.075
H 0.44 -1.43 0.94  0.047
H -0.47 -0.03 -1.63  0.127
H -1.44 -0.30 -0.28  0.087
H 0.28 3.20 0.53  -0.130


Record 6
Formula: C5H7ClFN
Source: the Open Molecules 2025 dataset
Level of theory: wB97M-V/def2-TZVPD

Properties
* spin multiplicity: 1
* E: -809.502429 Ha
* gap between HOMO and LUMO: 10.9 eV
* total charge: 0
* lowest unoccupied orbital energy: 0.903 eV
* max |F|: 2.7 eV/A
* SMILES string: F[C@]1(Cl)CC[C@@H]2N[C@@H]21

Each line ends with the Löwdin charge.
Atoms and positions in Å:
F 0.86 -1.65 -0.75  -0.019
C 0.44 -0.47 -0.14  -0.788
Cl 1.92 0.31 0.44  0.708
C -0.54 -0.64 1.04  -0.173
C -1.34 0.69 1.18  -0.134
C -1.45 1.08 -0.25  -0.309
N -1.78 -0.03 -1.11  0.097
C -0.37 0.46 -0.99  -0.253
H -1.21 -1.47 0.82  0.117
H -0.05 -0.92 1.98  0.114
H -0.82 1.46 1.79  0.120
H -2.29 0.56 1.72  0.117
H -1.80 2.08 -0.49  0.147
H -2.18 0.27 -1.98  0.099
H 0.04 1.01 -1.86  0.158